[1]
Entry from the OMol25 dataset: a structure of composition C34H55BrCuN3OP2 at a distorted geometry (ωB97M-V/def2-TZVPD).

The geometry in XYZ format:
```
97
Properties=species:S:1:pos:R:3
C -1.491 1.892 -1.859
C -1.891 -0.411 -1.647
C -2.356 1.975 -2.953
C -2.712 -0.414 -2.779
C -2.947 0.806 -3.422
H -2.490 2.934 -3.437
H -3.160 -1.348 -3.114
H -3.577 0.829 -4.305
N -1.345 0.733 -1.233
P 0.914 2.444 -0.547
P -1.473 -1.424 0.993
C -0.626 3.059 -1.373
H -0.385 3.715 -2.229
H -1.191 3.677 -0.652
C -1.446 -1.651 -0.902
H -2.069 -2.518 -1.159
C -0.759 -3.061 1.687
C -3.290 -1.230 1.499
C 2.065 2.056 -2.029
C 1.561 3.968 0.407
C 0.743 -2.877 1.972
H 0.917 -2.285 2.876
H 1.193 -3.871 2.119
H 1.277 -2.395 1.144
C -1.450 -3.449 3.001
H -1.336 -2.685 3.782
H -2.513 -3.679 2.864
H -0.966 -4.366 3.370
C -0.913 -4.210 0.683
H -0.745 -5.152 1.230
H -1.916 -4.275 0.246
H -0.157 -4.156 -0.114
C -3.348 -0.950 3.026
H -2.415 -0.511 3.404
H -4.150 -0.227 3.233
H -3.570 -1.853 3.611
C -3.867 -0.012 0.748
H -3.175 0.835 0.762
H -4.115 -0.265 -0.290
H -4.791 0.305 1.255
C -4.074 -2.496 1.105
H -3.510 -3.166 0.443
H -4.402 -3.051 1.995
H -4.987 -2.207 0.564
C 2.944 3.637 0.986
H 3.327 4.541 1.482
H 2.904 2.846 1.743
H 3.667 3.335 0.216
C 0.607 4.283 1.573
H -0.418 4.495 1.242
H 0.591 3.496 2.336
H 0.981 5.197 2.060
C 1.667 5.219 -0.484
H 0.863 5.291 -1.225
H 1.599 6.102 0.167
H 2.638 5.287 -0.987
C 1.262 1.395 -3.157
H 0.547 2.086 -3.624
H 1.970 1.075 -3.938
H 0.729 0.503 -2.811
C 3.153 1.084 -1.518
H 2.899 0.047 -1.772
H 4.118 1.349 -1.978
H 3.279 1.109 -0.425
C 2.720 3.309 -2.627
H 1.976 4.062 -2.920
H 3.474 3.748 -1.962
H 3.248 2.995 -3.540
Cu 0.381 0.363 0.505
C -0.990 1.378 1.330
O -1.550 2.032 2.114
N 0.994 -1.084 -0.725
C 0.147 -1.812 -1.264
C 0.562 -2.854 -2.403
C -0.592 -3.734 -2.853
C 0.984 -2.061 -3.637
C 1.737 -3.722 -1.904
H -1.005 -4.347 -2.046
H -1.395 -3.123 -3.282
H -0.242 -4.424 -3.632
H 1.824 -1.392 -3.421
H 1.294 -2.748 -4.438
H 0.144 -1.457 -4.009
H 1.558 -4.788 -2.108
H 2.665 -3.431 -2.412
H 1.922 -3.604 -0.830
Br 5.001 1.243 3.774
C 3.151 0.755 3.727
C 2.415 0.633 4.907
C 1.064 0.314 4.793
C 0.503 0.165 3.534
N 1.198 0.376 2.401
C 2.541 0.532 2.492
H 2.878 0.777 5.867
H 0.429 0.180 5.672
H -0.543 -0.159 3.448
H 3.123 0.466 1.585
```

The HOMO energy (alpha / beta) comes out at -9.9 / -10.0 eV. Its net charge is +1. For the frontier orbital gap (alpha / beta), the calculation gives 7.3185 / 6.4131 eV. Its multiplicity is 2. For the energy relative to the best compared isomer or geometry (same formula, charge and spin), the calculation gives 0.0 kcal per mole.

[2]
Entry from the OMol25 dataset: a structure of composition C59H71AlF3N4O5SSbSeSi (ωB97M-V/def2-TZVPD).

The geometry in XYZ format:
```
147
Properties=species:S:1:pos:R:3
Al -0.166 -0.506 0.156
O -1.331 0.328 -0.883
C -1.419 1.552 -1.380
C -2.308 1.810 -2.429
C -2.415 3.081 -2.957
C -1.658 4.141 -2.451
C -0.800 3.905 -1.399
C -0.660 2.622 -0.856
C 0.156 2.438 0.324
N 0.384 1.282 0.821
N 0.980 1.210 2.074
C 0.759 0.022 2.545
O 0.042 -0.884 1.899
C 1.343 -0.364 3.844
C 1.123 -1.642 4.342
C 1.686 -2.027 5.550
C 2.470 -1.133 6.265
C 2.690 0.149 5.769
C 2.129 0.534 4.564
H -2.904 0.994 -2.819
H -3.103 3.255 -3.775
H -1.752 5.134 -2.869
H -0.214 4.716 -0.977
H 0.521 3.314 0.860
H 0.514 -2.328 3.770
H 1.513 -3.025 5.932
H 2.912 -1.433 7.207
H 3.304 0.846 6.326
H 2.295 1.526 4.163
C 6.709 2.247 2.138
C 6.483 3.270 1.028
C 5.394 4.286 1.370
C 3.980 3.712 1.328
N 3.535 3.433 -0.031
C 3.435 2.195 -0.605
Se 3.892 0.605 0.148
N 2.912 2.392 -1.852
C 2.579 1.346 -2.811
C 3.599 1.236 -3.939
C 4.927 0.628 -3.488
C 4.819 -0.868 -3.203
C 2.728 3.747 -2.088
C 2.233 4.435 -3.183
C 2.143 5.818 -3.076
C 2.525 6.483 -1.910
C 3.016 5.787 -0.811
C 3.110 4.409 -0.926
H 7.541 1.584 1.892
H 5.828 1.620 2.285
H 6.945 2.746 3.082
H 6.219 2.749 0.103
H 7.414 3.809 0.836
H 5.449 5.137 0.684
H 5.564 4.676 2.379
H 3.272 4.422 1.763
H 3.904 2.778 1.881
H 1.584 1.570 -3.205
H 2.510 0.415 -2.250
H 3.765 2.227 -4.371
H 3.161 0.614 -4.725
H 5.277 1.143 -2.589
H 5.675 0.801 -4.265
H 4.072 -1.069 -2.431
H 5.769 -1.268 -2.843
H 4.541 -1.417 -4.107
H 1.916 3.919 -4.080
H 1.762 6.389 -3.913
H 2.441 7.560 -1.861
H 3.309 6.300 0.096
C 0.970 -6.287 1.449
C -0.105 -5.206 1.499
C -1.469 -5.838 1.290
C -0.041 -4.469 2.828
O 0.048 -4.220 0.454
Si 1.408 -3.704 -0.297
S 1.059 -1.790 -1.179
O 1.861 -4.670 -1.527
C 1.289 -5.159 -2.748
C -0.119 -4.616 -2.967
C 1.256 -6.679 -2.656
C 2.216 -4.705 -3.866
O 2.593 -3.722 0.812
C 4.008 -3.969 0.857
C 4.326 -5.391 0.400
C 4.400 -3.776 2.314
C 4.722 -2.964 -0.030
H 0.736 -7.061 2.183
H 1.949 -5.873 1.682
H 1.013 -6.748 0.462
H -1.652 -6.595 2.056
H -1.519 -6.316 0.309
H -2.256 -5.089 1.353
H -0.204 -5.158 3.660
H -0.800 -3.684 2.861
H 0.944 -4.011 2.931
H -0.755 -4.842 -2.107
H -0.557 -5.071 -3.857
H -0.095 -3.534 -3.102
H 0.600 -6.989 -1.841
H 2.257 -7.068 -2.465
H 0.879 -7.111 -3.585
H 2.290 -3.615 -3.862
H 1.836 -5.031 -4.837
H 3.214 -5.121 -3.721
H 3.868 -6.129 1.060
H 5.407 -5.540 0.417
H 3.961 -5.558 -0.614
H 3.901 -4.517 2.943
H 4.108 -2.779 2.651
H 5.480 -3.887 2.435
H 4.375 -3.050 -1.064
H 5.800 -3.137 -0.007
H 4.525 -1.954 0.315
F -7.330 -6.204 0.928
C -6.366 -5.287 0.712
C -5.516 -5.459 -0.364
C -4.525 -4.513 -0.576
C -4.390 -3.413 0.273
C -5.271 -3.269 1.339
C -6.270 -4.210 1.567
Sb -2.821 -2.004 -0.120
C -3.434 -1.747 -2.154
C -2.468 -1.660 -3.156
C -2.830 -1.484 -4.485
C -4.172 -1.381 -4.791
F -4.534 -1.192 -6.075
C -5.160 -1.472 -3.831
C -4.780 -1.669 -2.509
C -3.765 -0.332 0.834
C -4.599 0.585 0.198
C -5.052 1.718 0.860
C -4.656 1.922 2.166
F -5.088 3.025 2.811
C -3.825 1.046 2.832
C -3.377 -0.080 2.152
H -5.636 -6.317 -1.012
H -3.856 -4.632 -1.422
H -5.192 -2.411 1.997
H -6.968 -4.113 2.388
H -1.416 -1.708 -2.897
H -2.091 -1.419 -5.273
H -6.201 -1.399 -4.120
H -5.550 -1.783 -1.753
H -4.889 0.435 -0.835
H -5.694 2.442 0.374
H -3.526 1.255 3.851
H -2.700 -0.760 2.661
```

The HOMO energy comes out at -7.4 eV. Its net charge is 0. For the frontier orbital gap, the calculation gives 7.1438 eV.

[3]
Entry from the OMol25 dataset: a structure of composition C7H18F3O7V at a distorted geometry (ωB97M-V/def2-TZVPD).

The geometry in XYZ format:
```
36
Properties=species:S:1:pos:R:3
O 1.922 0.311 1.840
V 0.549 0.773 2.566
O 0.860 1.091 4.114
C -2.810 1.334 -0.557
O -1.445 1.112 -1.092
O -2.605 1.429 0.856
C -3.673 2.477 -1.365
F -3.358 3.767 -1.176
F -3.545 2.219 -2.681
F -4.933 2.375 -0.962
C -1.354 0.188 -2.207
C -0.033 0.472 -2.853
H 0.896 0.183 -2.360
H -0.030 -0.142 -3.753
H -0.017 1.540 -3.071
H -2.089 0.320 -3.001
H -1.454 -0.845 -1.874
H -3.421 0.447 -0.726
C 3.947 -4.533 0.590
O 2.724 -4.719 -0.157
H 4.673 -5.291 0.298
H 4.378 -3.539 0.468
H 3.817 -4.764 1.647
H 3.005 -4.774 -1.074
C -1.985 -3.330 2.491
O -0.665 -2.782 2.247
H -2.436 -2.600 3.163
H -2.584 -3.286 1.582
H -1.897 -4.367 2.817
H -0.137 -3.368 1.699
C 2.232 4.788 0.081
O 1.867 4.259 1.349
H 2.660 3.896 -0.377
H 1.386 5.124 -0.518
H 2.966 5.591 0.145
H 2.587 4.643 1.854
```

The HOMO energy comes out at -7.8 eV. Its net charge is 0. For the frontier orbital gap, the calculation gives 4.1395 eV. For the energy relative to the best compared isomer or geometry (same formula, charge and spin), the calculation gives 174.0 kcal per mole.

[4]
Entry from the OMol25 dataset: a cluster of 2 separate species, C4H4 in total at a distorted geometry (ωB97M-V/def2-TZVPD).

The geometry in XYZ format:
```
8
Properties=species:S:1:pos:R:3
C -0.878 0.014 -0.001
C -2.101 0.227 0.223
C 0.374 -0.796 -0.008
C 0.375 0.622 -0.226
H 0.684 -1.312 0.900
H 0.525 -1.417 -0.896
H 0.317 1.274 -1.192
H 0.704 1.387 1.200
```

The HOMO energy comes out at -9.7 eV. Its net charge is 0. For the frontier orbital gap, the calculation gives 9.5536 eV. For the energy relative to the best compared isomer or geometry (same formula, charge and spin), the calculation gives 117.5 kcal per mole.

[5]
Entry from the OMol25 dataset: a structure of composition C3H5NO2 at a distorted geometry (ωB97M-V/def2-TZVPD).

The geometry in XYZ format:
```
11
Properties=species:S:1:pos:R:3
N -0.649 -1.359 0.524
C -0.399 -0.137 -0.179
C -0.011 1.180 0.564
O 1.106 1.381 -0.361
C 0.895 0.145 -0.921
O 1.586 -0.448 -1.694
H 0.187 -1.672 0.997
H -0.975 -2.110 -0.078
H -1.254 0.009 -0.878
H -0.890 1.758 0.413
H 0.386 1.203 1.593
```

The HOMO energy comes out at -9.7 eV. Its net charge is 0. For the frontier orbital gap, the calculation gives 10.4810 eV. For the energy relative to the best compared isomer or geometry (same formula, charge and spin), the calculation gives 33.7 kcal per mole.

[6]
Entry from the OMol25 dataset: the ion C16H23N4O2S with charge +1 (ωB97M-V/def2-TZVPD).

The geometry in XYZ format:
```
46
Properties=species:S:1:pos:R:3
C 2.885 -2.207 1.877
C 1.526 -1.545 2.075
S 0.114 -2.618 1.761
C 0.006 -2.550 -0.045
C 0.149 -1.189 -0.615
N 1.010 -0.787 -1.535
C 2.063 -1.581 -2.256
N 2.249 -1.194 -3.598
C 1.082 -1.321 -4.478
N 0.871 0.524 -1.818
C -0.102 0.932 -1.058
C -0.614 2.335 -1.022
O 0.413 3.165 -0.496
C -0.049 4.177 0.338
C 0.428 4.080 1.757
O -0.763 5.039 -0.081
N -0.582 -0.102 -0.291
C -1.682 -0.016 0.638
C -1.493 0.626 1.849
C -2.566 0.724 2.717
C -3.796 0.183 2.372
C -3.964 -0.460 1.156
C -2.897 -0.556 0.273
H 3.671 -1.471 2.044
H 2.981 -2.617 0.872
H 3.031 -3.010 2.595
H 1.474 -0.627 1.486
H 1.403 -1.253 3.118
H -0.992 -2.916 -0.293
H 0.718 -3.224 -0.511
H 1.756 -2.622 -2.208
H 2.997 -1.463 -1.710
H 2.649 -0.268 -3.644
H 0.235 -1.763 -3.953
H 0.759 -0.354 -4.859
H 1.321 -1.946 -5.335
H -1.519 2.377 -0.418
H -0.860 2.633 -2.041
H 1.229 3.357 1.873
H 0.794 5.062 2.051
H -0.419 3.834 2.394
H -0.521 1.032 2.096
H -2.437 1.224 3.665
H -4.616 0.271 3.069
H -4.917 -0.880 0.871
H -3.027 -1.040 -0.685
```

Its structure (SMILES) is CCSCc1n(CNC)nc(COC(C)=O)[n+]1-c1ccccc1. The HOMO energy comes out at -12.2 eV. Its net charge is +1. For the frontier orbital gap, the calculation gives 9.3990 eV. For the energy relative to the best compared isomer or geometry (same formula, charge and spin), the calculation gives 2.9 kcal per mole.

[7]
Entry from the OMol25 dataset: the ion C5H4N3O3 with charge -1 at a distorted geometry (ωB97M-V/def2-TZVPD).

The geometry in XYZ format:
```
15
Properties=species:S:1:pos:R:3
C 1.603 -0.886 0.569
C -0.547 -0.223 0.055
C 0.045 -1.353 -2.046
C 2.128 -1.513 -0.535
C -1.790 0.242 -0.424
N 0.435 -0.278 0.804
N 1.286 -1.591 -1.809
N -1.675 0.952 -1.614
O -0.765 -1.263 -2.967
O 3.192 -2.151 -0.485
O -2.881 -0.015 0.058
H 2.333 -0.796 1.387
H 1.677 -2.245 -2.477
H -0.868 0.680 -2.185
H -2.523 0.798 -2.200
```

The HOMO energy (alpha / beta) comes out at -3.2 / -3.2 eV. Its net charge is -1. For the frontier orbital gap (alpha / beta), the calculation gives 6.7995 / 6.7352 eV. For the energy relative to the best compared isomer or geometry (same formula, charge and spin), the calculation gives 89.3 kcal per mole.

[8]
Entry from the OMol25 dataset: a structure of composition C34H45HgN2O8S4Sb2 (ωB97M-V/def2-TZVPD).

The geometry in XYZ format:
```
96
Properties=species:S:1:pos:R:3
Hg 0.556 1.124 -0.148
C -2.340 2.416 2.804
C -1.312 1.598 3.581
S 0.339 1.438 2.828
C 1.095 3.035 3.287
C 1.862 3.718 2.165
S 0.934 4.102 0.660
C -0.301 5.321 1.228
C -1.745 4.824 1.361
S -2.200 4.224 3.021
H -3.345 2.145 3.134
H -2.257 2.220 1.734
H -1.656 0.561 3.627
H -1.184 1.964 4.602
H 1.792 2.829 4.102
H 0.294 3.671 3.647
H 2.675 3.084 1.813
H 2.293 4.646 2.544
H -0.273 6.100 0.464
H 0.064 5.750 2.164
H -1.951 4.021 0.652
H -2.428 5.648 1.155
C -4.448 -2.856 -5.537
C -3.242 -2.116 -5.010
C -2.728 -1.020 -5.692
C -1.645 -0.306 -5.187
C -1.068 -0.700 -3.991
C -1.565 -1.799 -3.302
C -2.641 -2.504 -3.812
S 0.244 0.247 -3.237
O 1.143 -0.731 -2.659
O 0.750 1.115 -4.271
N -0.497 0.991 -2.048
C -1.361 2.116 -2.404
C -2.082 2.631 -1.149
O -3.032 3.410 -1.312
O -1.589 2.254 -0.032
H -4.452 -2.878 -6.627
H -5.369 -2.367 -5.208
H -4.467 -3.883 -5.169
H -3.182 -0.718 -6.630
H -1.232 0.550 -5.707
H -1.084 -2.082 -2.371
H -3.033 -3.362 -3.275
H -2.123 1.829 -3.137
H -0.793 2.949 -2.826
C -3.601 -0.320 -1.473
Sb -2.675 -0.732 0.419
C -4.600 -0.735 1.436
C -2.752 -2.913 0.068
C -2.199 -3.673 1.228
C -3.068 -4.070 2.251
C -2.628 -4.765 3.366
C -1.283 -5.098 3.469
C -0.410 -4.716 2.463
C -0.830 -3.990 1.343
C 0.185 -3.584 0.322
Sb 1.155 -1.609 0.689
C 3.039 -2.235 -0.095
C 1.603 -2.054 2.737
H -4.335 -1.093 -1.708
H -2.835 -0.284 -2.251
H -4.081 0.659 -1.418
H -5.316 -1.341 0.875
H -4.964 0.293 1.493
H -4.500 -1.133 2.450
H -2.205 -3.087 -0.860
H -3.805 -3.148 -0.096
H -4.121 -3.823 2.157
H -3.328 -5.054 4.141
H -0.915 -5.648 4.327
H 0.639 -4.982 2.542
H -0.225 -3.544 -0.688
H 1.031 -4.274 0.324
H 3.299 -3.210 0.318
H 3.792 -1.497 0.184
H 2.967 -2.279 -1.182
H 2.200 -2.967 2.776
H 0.686 -2.188 3.313
H 2.172 -1.210 3.127
O 3.054 0.554 1.521
C 3.463 1.242 0.563
O 2.656 1.816 -0.274
C 4.912 1.416 0.334
C 5.818 1.268 1.395
C 7.172 1.435 1.212
C 7.680 1.728 -0.073
C 6.775 1.865 -1.152
C 5.421 1.726 -0.939
N 9.042 1.874 -0.270
O 9.829 1.765 0.734
O 9.479 2.117 -1.447
H 5.424 1.029 2.377
H 7.872 1.347 2.030
H 7.178 2.080 -2.130
H 4.719 1.836 -1.758
```

The HOMO energy (alpha / beta) comes out at -0.3 / -3.4 eV. Its net charge is -2. For the frontier orbital gap (alpha / beta), the calculation gives 3.9387 / 7.0257 eV. Its multiplicity is 2.

| no. | molar mass (g/mol) |
| --- | --- |
| 1 | 727.23 |
| 2 | 1261.09 |
| 3 | 322.15 |
| 4 | 52.08 |
| 5 | 87.08 |
| 6 | 335.45 |
| 7 | 154.11 |
| 8 | 1182.12 |